Record 1
Density functional theory data (the ωB97M-V functional and the def2-TZVPD basis) for 8 unconnected molecules or ions with the total composition C44H74Cl2N2O23.

XYZ file:
```
145
Properties=species:S:1:pos:R:3:mulliken_charge:R:1
C 4.53 -1.15 0.98 -0.623
C 3.64 -1.87 -0.05 -0.064
C 2.30 -2.27 0.54 -0.485
Cl 1.62 -3.76 -0.34 -0.247
N 1.38 -1.19 0.58 0.717
C 0.85 -0.78 -0.73 -1.385
C 0.74 0.73 -0.93 0.032
C -0.44 1.42 -0.26 -0.359
C -1.79 1.01 -0.83 -0.543
C -2.92 1.97 -0.44 -1.194
C -3.64 1.51 0.82 -0.158
N -4.75 2.40 1.20 0.225
C -4.29 3.66 1.77 -1.329
C -5.76 1.81 1.97 0.443
C -6.28 0.47 1.49 -1.043
O -6.24 2.37 2.94 -0.657
O 1.99 1.37 -0.66 -0.535
C 2.21 1.82 0.66 0.158
C 0.31 -1.40 1.55 -0.870
C 0.71 -0.97 2.97 0.641
C -0.15 0.16 3.53 -1.112
Cl 0.67 -2.38 4.10 -0.235
H 4.64 -0.09 0.73 0.280
H 5.52 -1.59 1.02 -0.303
H 4.09 -1.19 1.98 0.219
H 4.14 -2.77 -0.41 0.606
H 3.47 -1.22 -0.91 -0.118
H 2.43 -2.63 1.56 0.552
H -0.13 -1.26 -0.88 0.419
H 1.49 -1.17 -1.52 0.559
H 0.61 0.86 -2.01 0.456
H -0.30 2.50 -0.39 0.519
H -0.43 1.23 0.82 -0.190
H -1.73 0.93 -1.92 0.509
H -2.06 0.01 -0.47 0.201
H -3.66 2.02 -1.23 0.187
H -2.51 2.98 -0.30 0.571
H -2.94 1.43 1.67 0.117
H -4.03 0.52 0.62 0.253
H -5.15 4.30 1.98 0.459
H -3.64 4.15 1.06 0.431
H -3.75 3.50 2.71 0.417
H -5.67 -0.34 1.91 0.272
H -6.24 0.37 0.41 0.410
H -7.29 0.35 1.86 0.432
H 1.62 2.70 0.90 -0.022
H 3.26 2.09 0.73 0.285
H 2.02 1.03 1.39 -0.265
H 0.02 -2.46 1.56 0.685
H -0.57 -0.84 1.24 -0.058
H 1.76 -0.67 2.94 -0.089
H 0.25 1.12 3.21 0.171
H -1.18 0.08 3.17 0.204
H -0.16 0.14 4.62 0.481
C -7.30 -4.10 -0.36 -0.969
C -6.93 -3.02 -1.34 0.509
C -6.12 -3.42 -2.55 -0.594
O -5.38 -2.22 -2.83 -0.364
C -5.25 -1.54 -1.68 0.492
O -4.54 -0.59 -1.52 -0.439
O -6.02 -2.07 -0.72 -0.186
H -7.51 -3.65 0.61 -0.056
H -8.19 -4.63 -0.69 0.399
H -6.49 -4.82 -0.24 0.371
H -7.82 -2.46 -1.64 0.275
H -6.70 -3.70 -3.42 0.293
H -5.40 -4.21 -2.31 0.308
C 3.53 8.53 0.27 -1.452
C 3.60 7.15 0.87 0.464
C 3.62 5.98 -0.10 -0.581
O 3.01 4.94 0.68 -0.190
C 2.20 5.52 1.58 0.566
O 1.40 4.93 2.25 -0.499
O 2.40 6.85 1.62 -0.335
H 3.15 9.24 1.01 0.356
H 4.52 8.86 -0.03 0.386
H 2.87 8.55 -0.60 0.341
H 4.44 7.07 1.57 0.291
H 4.61 5.67 -0.42 0.320
H 2.99 6.18 -0.97 0.307
C 8.84 -5.49 -0.40 -1.394
C 8.87 -4.47 0.72 0.475
C 7.66 -4.43 1.64 -0.431
O 7.64 -3.06 2.05 -0.316
C 8.23 -2.32 1.08 0.691
O 8.20 -1.14 1.02 -0.547
O 8.83 -3.13 0.18 -0.359
H 9.51 -5.19 -1.19 0.355
H 9.15 -6.46 -0.02 0.380
H 7.84 -5.58 -0.82 0.321
H 9.78 -4.56 1.30 0.280
H 7.74 -5.07 2.51 0.319
H 6.74 -4.64 1.09 0.243
C -1.67 6.09 3.31 -1.048
C -2.02 7.51 2.96 0.566
C -1.05 8.58 3.42 -0.398
O -1.90 9.72 3.57 -0.353
C -3.16 9.28 3.83 0.596
O -4.06 9.96 4.18 -0.536
O -3.23 7.94 3.63 -0.364
H -2.56 5.46 3.28 0.111
H -0.94 5.71 2.60 0.244
H -1.23 6.03 4.31 0.411
H -2.20 7.62 1.88 0.235
H -0.26 8.80 2.71 0.190
H -0.63 8.33 4.39 0.344
C 3.85 -0.63 -5.53 -1.144
C 4.63 -1.48 -4.57 0.734
C 5.86 -0.90 -3.92 -0.515
O 6.66 -2.06 -3.67 -0.346
C 6.31 -3.00 -4.58 0.573
O 6.90 -4.03 -4.75 -0.576
O 5.21 -2.62 -5.25 -0.291
H 3.29 -1.30 -6.17 0.197
H 3.15 0.00 -4.98 0.284
H 4.50 0.00 -6.14 0.360
H 3.96 -1.90 -3.80 0.123
H 5.66 -0.38 -2.98 0.302
H 6.41 -0.24 -4.60 0.327
C 3.71 -6.61 -7.57 -1.481
C 3.33 -5.48 -6.65 0.801
C 2.14 -5.71 -5.74 -0.505
O 1.64 -4.38 -5.56 -0.300
C 2.01 -3.65 -6.64 0.627
O 1.65 -2.53 -6.85 -0.592
O 2.87 -4.33 -7.40 -0.344
H 4.29 -6.23 -8.41 0.370
H 4.31 -7.34 -7.04 0.392
H 2.82 -7.11 -7.97 0.330
H 4.20 -5.15 -6.07 0.041
H 2.38 -6.14 -4.78 0.317
H 1.37 -6.30 -6.24 0.308
C -9.36 -1.50 5.88 -1.425
C -8.87 -2.35 4.74 0.507
C -7.71 -1.79 3.93 -0.506
O -7.95 -2.37 2.63 -0.255
C -9.28 -2.61 2.52 0.621
O -9.82 -2.91 1.50 -0.523
O -9.89 -2.45 3.71 -0.384
H -10.38 -1.78 6.14 0.359
H -8.73 -1.67 6.76 0.375
H -9.34 -0.44 5.63 0.343
H -8.65 -3.37 5.06 0.293
H -6.73 -2.09 4.28 0.324
H -7.77 -0.71 3.84 0.229
```

## Properties
**Lowest unoccupied orbital energy**: 0.35 eV
**Structure (SMILES)**: CC[C@H](Cl)N(C[C@@H](CCCCN(C)C(C)=O)OC)C[C@@H](C)Cl.C[C@@H]1COC(=O)O1.C[C@@H]1COC(=O)O1.C[C@@H]1COC(=O)O1.C[C@@H]1COC(=O)O1.C[C@@H]1COC(=O)O1.C[C@@H]1COC(=O)O1.C[C@@H]1COC(=O)O1
**Energy**: -4481.533919 Eh
**2S+1**: 1
**HOMO energy**: -8.97 eV

---

Record 2
Density functional theory data (the ωB97M-V functional and the def2-TZVPD basis) for a molecular structure, C44H74F30N7O21PS10 in a non-equilibrium geometry.

XYZ file:
```
187
Properties=species:S:1:pos:R:3:mulliken_charge:R:1
C -0.31 -5.23 3.10 -1.690
C -1.05 -5.55 1.82 0.596
C -0.52 -6.75 1.07 -0.431
N -1.26 -7.17 -0.16 0.544
C -2.82 -7.03 -0.21 -0.390
C -3.45 -8.09 0.76 -0.627
C -3.08 -9.49 0.25 -0.791
C -1.57 -9.67 0.32 -0.779
C -0.85 -8.62 -0.50 -0.334
C -0.69 -6.31 -1.30 -0.891
H -0.58 -4.22 3.42 0.395
H 0.76 -5.11 2.89 0.291
H -0.30 -5.89 3.96 0.425
H -1.22 -4.63 1.25 -0.324
H -2.08 -5.84 2.05 0.257
H -0.66 -7.64 1.69 0.525
H 0.56 -6.79 0.88 0.011
H -3.06 -5.98 -0.07 0.080
H -3.18 -7.37 -1.18 0.397
H -3.10 -8.03 1.79 0.278
H -4.52 -7.89 0.76 0.490
H -3.53 -10.22 0.92 0.410
H -3.40 -9.66 -0.78 0.330
H -1.27 -9.83 1.35 0.360
H -1.31 -10.62 -0.14 0.459
H 0.21 -8.72 -0.23 0.137
H -0.86 -8.64 -1.59 0.503
H -0.73 -5.26 -1.01 0.048
H -1.24 -6.50 -2.22 0.475
H 0.35 -6.63 -1.39 0.229
C 2.87 4.68 8.61 -1.109
C 1.34 4.47 8.50 -0.739
C 0.72 5.65 7.75 -0.659
C 0.52 5.39 6.25 -1.154
P -0.40 6.52 5.21 1.109
C -0.10 6.13 3.45 -0.806
C -0.80 4.84 2.96 -0.911
C -0.11 4.10 1.84 -0.195
C -0.40 2.62 1.66 -0.820
C 0.16 8.19 5.57 -1.128
C -0.26 9.31 4.60 -0.549
C 0.34 10.69 4.88 -0.390
C -0.26 11.77 3.97 -1.417
C -2.20 6.33 5.47 -1.111
C -3.06 7.48 4.98 -0.851
C -4.55 7.00 4.92 -0.689
C -5.11 6.44 6.22 -1.238
H 2.89 5.58 9.23 0.291
H 3.37 4.94 7.69 0.280
H 3.37 3.89 9.17 0.368
H 0.80 4.31 9.43 0.386
H 1.17 3.51 8.02 0.372
H 1.23 6.60 7.94 0.401
H -0.23 5.87 8.25 0.415
H 0.08 4.42 6.03 0.589
H 1.57 5.33 5.94 0.435
H 0.97 5.93 3.42 0.581
H -0.45 6.93 2.81 0.527
H -1.88 4.99 2.84 0.338
H -0.83 4.11 3.79 0.452
H 0.96 4.29 1.89 0.369
H -0.35 4.52 0.86 0.090
H 0.43 2.12 2.15 0.468
H -0.35 2.26 0.63 -0.217
H -1.33 2.20 2.04 0.173
H 1.25 8.23 5.60 0.456
H -0.15 8.41 6.60 0.595
H -1.33 9.38 4.38 0.245
H 0.17 9.13 3.61 0.234
H 1.43 10.72 4.74 0.346
H 0.05 11.02 5.88 0.358
H 0.07 12.76 4.27 0.401
H -1.35 11.77 4.09 0.337
H -0.13 11.62 2.90 0.351
H -2.42 6.25 6.54 0.604
H -2.57 5.43 4.98 0.755
H -2.89 7.85 3.96 0.385
H -3.01 8.38 5.60 0.446
H -4.62 6.33 4.06 0.330
H -5.22 7.82 4.68 0.448
H -5.45 7.07 7.04 0.336
H -4.67 5.50 6.56 0.318
H -6.10 6.04 5.95 0.398
C 0.30 -2.20 -0.20 -1.775
C 1.39 -1.65 -1.12 2.129
C 1.68 -2.70 -2.22 -1.236
C 0.76 -2.73 -3.43 -0.699
C 0.56 -1.30 -3.99 -1.808
C 0.20 -0.19 -2.99 1.930
N 0.97 -0.32 -1.74 1.340
O 1.12 0.63 -1.04 0.121
C -1.28 -0.39 -2.63 -1.386
C 0.55 1.17 -3.66 -0.996
C 2.74 -1.48 -0.42 -1.373
H 0.12 -1.68 0.74 0.463
H 0.74 -3.10 0.25 0.143
H -0.71 -2.45 -0.54 0.339
H 1.68 -3.66 -1.71 -0.193
H 2.71 -2.63 -2.56 0.455
H -0.26 -3.05 -3.19 0.056
H 1.19 -3.36 -4.20 0.754
H -0.14 -1.34 -4.82 0.708
H 1.52 -1.20 -4.51 0.092
H -1.57 0.39 -1.92 0.008
H -1.64 -1.36 -2.28 0.354
H -1.84 -0.24 -3.56 0.507
H 1.60 1.40 -3.82 -0.173
H 0.04 2.01 -3.20 -0.272
H 0.14 1.08 -4.66 0.693
H 3.00 -2.43 0.05 0.215
H 2.86 -0.66 0.29 0.180
H 3.45 -1.19 -1.19 0.360
C -3.86 5.43 -0.58 0.620
F -5.11 5.90 -0.60 -0.243
F -3.02 6.26 -1.22 -0.238
F -3.40 5.42 0.68 -0.233
S -3.92 3.64 -1.22 1.047
O -2.79 3.02 -0.59 -0.217
O -5.23 3.16 -0.88 -0.720
N -3.82 4.03 -2.90 -0.712
S -2.35 3.69 -3.26 1.238
O -1.29 4.07 -2.35 -0.552
O -2.23 2.40 -3.91 -0.681
C -2.09 4.86 -4.77 0.343
F -2.15 6.15 -4.37 -0.219
F -1.00 4.50 -5.43 -0.194
F -3.08 4.66 -5.64 -0.244
C 3.70 -6.01 0.69 0.564
F 4.65 -5.10 0.46 -0.237
F 3.87 -6.45 1.91 -0.242
F 2.50 -5.46 0.56 -0.046
S 3.84 -7.44 -0.61 0.830
O 5.18 -7.93 -0.67 -0.603
O 2.85 -8.39 -0.13 -0.632
N 3.40 -6.52 -1.94 -0.176
S 3.28 -7.57 -3.11 0.817
O 4.57 -8.07 -3.54 -0.613
O 2.23 -8.57 -3.03 -0.676
C 2.66 -6.44 -4.53 0.633
F 2.59 -7.22 -5.59 -0.201
F 1.39 -6.03 -4.31 -0.191
F 3.45 -5.41 -4.66 -0.153
C 3.06 -1.79 -7.44 0.570
F 1.91 -1.23 -7.80 -0.255
F 3.88 -0.89 -6.92 -0.170
F 2.76 -2.68 -6.47 -0.148
S 3.93 -2.70 -8.89 1.070
O 3.62 -1.85 -10.01 -0.695
O 5.30 -2.76 -8.48 -0.601
N 3.12 -4.21 -9.01 -0.387
S 4.23 -5.16 -9.56 1.052
O 4.88 -4.74 -10.79 -0.687
O 5.17 -5.61 -8.56 -0.623
C 3.19 -6.70 -10.12 0.563
F 2.73 -7.26 -8.98 -0.200
F 2.12 -6.29 -10.86 -0.243
F 3.94 -7.55 -10.80 -0.209
C 4.99 1.23 -4.69 0.638
F 3.76 1.06 -5.18 -0.179
F 5.84 0.65 -5.53 -0.231
F 5.24 2.54 -4.75 -0.241
S 5.10 0.48 -2.93 0.776
O 4.79 -0.91 -3.11 -0.517
O 6.42 0.79 -2.46 -0.649
N 3.89 1.31 -2.19 -0.147
S 4.48 2.56 -1.40 1.028
O 4.96 2.19 -0.09 -0.725
O 5.31 3.46 -2.15 -0.645
C 2.90 3.57 -1.16 0.530
F 2.00 3.43 -2.11 -0.150
F 2.38 3.21 0.03 -0.230
F 3.24 4.87 -1.01 -0.257
C -5.82 -3.67 0.05 0.318
F -6.86 -3.23 0.73 -0.195
F -5.37 -4.86 0.49 -0.200
F -6.19 -3.89 -1.21 -0.218
S -4.32 -2.49 0.05 1.248
O -3.28 -3.25 -0.63 -0.617
O -4.77 -1.25 -0.49 -0.556
N -3.83 -2.39 1.64 -0.618
S -2.81 -1.22 1.74 1.033
O -1.90 -1.43 2.83 -0.747
O -2.11 -0.71 0.59 -0.173
C -4.01 0.17 2.26 0.435
F -4.54 -0.29 3.41 -0.260
F -3.39 1.34 2.46 -0.231
F -5.04 0.44 1.45 -0.245
```

## Properties
**Lowest unoccupied orbital energy**: 1.37 eV
**Energy**: -11003.261109 Eh
**2S+1**: 1
**Charge**: -2
**HOMO energy**: -4.39 eV

---

Record 3
Density functional theory data (the ωB97M-V functional and the def2-TZVPD basis) for a molecular structure, C44H75Br12Cl10NO13 in a non-equilibrium geometry.

XYZ file:
```
155
Properties=species:S:1:pos:R:3:mulliken_charge:R:1
C 17.06 3.46 -8.45 0.040
C 18.20 2.89 -7.64 0.822
C 17.83 1.64 -6.81 1.347
C 18.98 1.11 -6.04 -0.262
N 18.74 -0.29 -5.31 1.432
C 19.99 -0.82 -4.65 0.686
C 20.28 -2.08 -5.50 0.146
C 19.01 -2.70 -5.79 2.016
C 18.21 -1.49 -6.25 0.459
C 17.68 -0.15 -4.17 -0.609
H 16.65 2.56 -8.92 -0.237
H 17.32 4.21 -9.20 0.221
H 16.29 3.74 -7.73 -0.469
H 18.54 3.75 -7.07 -0.645
H 18.97 2.75 -8.40 -0.256
H 17.40 0.90 -7.48 -0.212
H 17.08 1.87 -6.06 -0.336
H 19.34 1.75 -5.24 0.048
H 19.82 0.87 -6.70 -0.134
H 19.80 -1.13 -3.62 -0.450
H 20.73 -0.03 -4.70 -0.218
H 20.94 -2.77 -4.97 -0.199
H 20.81 -1.74 -6.39 0.059
H 18.52 -3.18 -4.94 -1.173
H 19.04 -3.51 -6.51 -0.587
H 17.15 -1.54 -6.01 -0.420
H 18.41 -1.13 -7.26 -0.281
H 16.75 0.27 -4.56 -0.088
H 18.16 0.53 -3.46 0.064
H 17.55 -1.13 -3.73 0.319
C 12.94 2.50 -7.67 -0.259
C 11.91 2.49 -6.55 0.104
O 10.95 3.48 -6.59 -0.954
H 13.41 1.52 -7.59 -0.190
H 13.58 3.38 -7.64 0.063
H 12.50 2.57 -8.66 0.446
H 12.43 2.38 -5.60 -0.430
H 11.41 1.54 -6.72 0.296
O 16.76 -3.37 -8.40 -0.659
C 15.77 -2.68 -8.28 0.481
O 15.65 -1.52 -8.90 -0.234
C 14.48 -0.85 -8.45 0.621
C 13.58 -1.95 -8.01 -0.841
C 14.51 -3.08 -7.57 0.091
H 14.00 -0.28 -9.24 0.372
H 14.68 -0.10 -7.68 -0.569
H 13.02 -2.21 -8.91 0.336
H 12.99 -1.62 -7.16 0.351
H 14.03 -4.03 -7.80 0.385
H 14.72 -3.08 -6.50 -0.273
O 14.34 2.25 -3.10 -0.627
C 14.48 3.31 -3.64 0.224
O 15.44 3.61 -4.48 0.126
C 15.30 4.81 -5.16 1.109
C 14.27 5.54 -4.51 -0.762
C 13.56 4.48 -3.60 -0.525
H 14.92 4.52 -6.14 -0.574
H 16.24 5.36 -5.24 -0.369
H 13.58 6.01 -5.21 0.439
H 14.74 6.28 -3.87 0.230
H 12.61 4.23 -4.07 0.254
H 13.28 4.74 -2.58 0.400
O 20.51 -1.31 -8.69 -0.367
C 20.45 -0.52 -9.64 -0.059
O 19.46 0.44 -9.80 0.223
C 19.64 1.31 -10.86 0.206
C 20.93 0.87 -11.54 -0.826
C 21.28 -0.45 -10.88 -0.474
H 19.57 2.36 -10.56 0.139
H 18.74 1.12 -11.45 -0.048
H 21.76 1.57 -11.50 0.271
H 20.78 0.69 -12.60 0.307
H 22.31 -0.49 -10.55 0.272
H 21.16 -1.33 -11.51 0.310
O 18.92 10.03 -8.74 -0.582
C 18.81 9.03 -8.10 0.383
O 19.60 8.74 -7.11 -0.375
C 19.23 7.50 -6.48 -0.133
C 17.85 7.15 -6.98 0.744
C 17.81 7.86 -8.38 -0.354
H 19.11 7.46 -5.40 0.291
H 19.90 6.71 -6.83 0.049
H 17.07 7.57 -6.35 0.211
H 17.70 6.08 -7.02 -0.749
H 16.80 8.17 -8.64 0.393
H 18.26 7.21 -9.13 0.079
O 16.08 -3.69 -4.32 -0.395
C 16.30 -4.65 -3.59 0.134
O 17.50 -4.92 -3.03 -0.047
C 17.47 -6.24 -2.41 -0.055
C 16.00 -6.71 -2.39 -0.577
C 15.28 -5.69 -3.33 -0.467
H 17.82 -6.17 -1.38 0.259
H 18.17 -6.87 -2.97 -0.081
H 15.60 -6.68 -1.38 0.290
H 15.88 -7.73 -2.77 0.302
H 14.34 -5.30 -2.94 0.366
H 15.04 -6.13 -4.30 0.269
O 20.36 2.10 -2.04 -0.528
C 21.49 2.20 -2.48 0.318
O 21.87 2.13 -3.81 0.077
C 23.19 2.57 -4.09 -0.031
C 23.82 2.80 -2.75 -0.676
C 22.77 2.57 -1.70 -0.545
H 23.05 3.51 -4.63 0.116
H 23.78 1.95 -4.77 0.199
H 24.25 3.80 -2.72 0.330
H 24.59 2.05 -2.57 0.272
H 22.54 3.49 -1.15 0.270
H 23.15 1.77 -1.07 0.236
C 19.02 -1.77 0.00 -0.122
Cl 19.69 -3.23 0.83 -0.170
Cl 20.30 -0.74 -0.70 -0.084
H 18.35 -2.12 -0.78 -0.027
H 18.52 -1.16 0.76 0.399
C 12.90 -0.46 -3.65 -0.323
Cl 14.36 -1.05 -4.61 0.015
Cl 11.89 -1.86 -3.43 -0.182
H 13.28 -0.06 -2.71 0.381
H 12.29 0.21 -4.26 0.046
C 15.42 5.27 -12.21 -0.498
Cl 16.77 5.98 -11.28 -0.114
Cl 14.52 4.12 -11.22 -0.020
H 14.78 6.11 -12.46 0.353
H 15.89 4.79 -13.07 0.276
C 20.74 -4.16 -9.46 0.799
Cl 21.39 -5.79 -9.14 -0.190
Cl 20.01 -4.05 -11.06 -0.201
H 20.02 -3.96 -8.67 -0.501
H 21.57 -3.46 -9.59 0.069
C 18.50 4.32 -2.85 -0.333
Cl 19.14 4.62 -4.51 -0.059
Cl 17.39 5.71 -2.52 -0.182
H 17.92 3.41 -2.74 0.063
H 19.29 4.30 -2.10 0.438
C 15.05 0.95 -13.14 -0.473
Br 16.51 0.11 -14.21 -0.089
Br 15.80 1.14 -11.30 0.182
Br 13.44 -0.29 -13.11 -0.071
H 14.76 1.94 -13.50 0.475
C 22.81 3.07 -8.13 -0.419
Br 24.48 4.22 -7.98 -0.056
Br 21.45 4.08 -7.12 -0.001
Br 22.87 1.25 -7.35 -0.009
H 22.53 3.00 -9.18 0.479
C 19.89 -8.23 -5.90 -0.358
Br 19.74 -8.99 -7.66 -0.031
Br 18.97 -9.26 -4.51 -0.062
Br 19.12 -6.36 -5.99 0.201
H 20.95 -8.23 -5.65 0.342
C 22.31 -5.38 -3.07 -0.532
Br 22.17 -7.38 -3.06 -0.073
Br 20.58 -4.45 -2.89 0.134
Br 23.30 -4.79 -4.73 -0.071
H 22.93 -5.02 -2.24 0.509
```

## Properties
**Lowest unoccupied orbital energy**: -1.41 eV
**Energy**: -38244.302550 Eh
**2S+1**: 1
**HOMO energy**: -4.49 eV